ORCA calculation (wB97M-V/def2-TZVPD) on a single C16H24N2O2 molecule.

Properties
spin multiplicity	1
energy above the lowest of the compared OMol25 structures with the same formula, charge and spin	182.42	kcal per mole
maximum force	7.05	eV/A
E_HOMO	-8.47	eV
net charge	0
lowest unoccupied orbital energy	0.19	eV
SMILES	CC(C)=CCC[C@H](C)CC[C@@H](C#N)[C@@H](C#N)CC(=O)O

Element x y z (Å)
1 C 0.0183 -4.0085 1.7345
2 C 0.2425 -3.7005 0.1701
3 C 1.6020 -4.2284 -0.5638
4 C -0.6714 -2.9648 -0.6465
5 C -1.7397 -1.9703 0.0176
6 C -1.5301 -0.4548 -0.5738
7 C -2.3931 0.6222 0.2740
8 C -2.9177 1.8530 -0.6603
9 C -1.7165 1.0870 1.6577
10 C -0.6627 2.2924 1.5567
11 C 0.8152 1.9122 1.0624
12 C 1.2527 0.3857 1.3902
13 N 1.4102 -0.7985 1.5468
14 C 1.1617 2.2339 -0.4707
15 C 0.6153 3.6306 -1.0194
16 N 0.0357 4.6038 -1.4654
17 C 2.7976 2.3374 -0.5748
18 C 3.3416 2.2783 -2.0828
19 O 3.7941 3.3550 -2.5955
20 O 3.4063 1.0906 -2.8985
21 H -0.9401 -3.5612 2.1701
22 H 0.9154 -3.5800 2.3327
23 H 0.0170 -5.1561 1.8372
24 H 2.4345 -3.5212 -0.2140
25 H 1.7840 -5.3170 -0.2349
26 H 1.4499 -4.1201 -1.7062
27 H -0.6644 -3.1254 -1.7878
28 H -2.7959 -2.2797 -0.3149
29 H -1.6644 -1.8694 1.1560
30 H -1.9855 -0.4899 -1.6455
31 H -0.4231 -0.1896 -0.6915
32 H -3.3661 0.0543 0.5736
33 H -3.9427 1.5185 -1.0952
34 H -2.2362 2.0757 -1.5525
35 H -3.1218 2.7507 0.0222
36 H -1.3389 0.1445 2.1963
37 H -2.5905 1.4819 2.3200
38 H -0.5391 2.6973 2.6422
39 H -1.1645 3.1565 0.9821
40 H 1.5454 2.5582 1.6987
41 H 0.8634 1.4289 -1.2274
42 H 3.3379 1.5715 0.0821
43 H 3.1045 3.3814 -0.1662
44 H 2.4968 0.9129 -3.2356

Cartesian forces (eV/Å) of the 6 atoms listed first:
1.13 0.42 -0.78
-1.23 1.23 -2.05
-1.70 0.19 0.89
1.12 -1.19 2.80
0.35 0.52 -1.29
-1.07 -0.49 -0.53